(1)
This record from the OMol25 dataset describes a 2-piece molecular cluster, C4H8OS overall. The level of theory is the ωB97M-V functional and the def2-TZVPD basis.

HOMO level (eV): -9.186
Gap between HOMO and LUMO (eV): 9.93
Energy above the lowest of the compared OMol25 structures with the same formula, charge and spin (kcal per mole): 96.5
LUMO level (eV): 0.74

```
14
Properties=species:S:1:pos:R:3:forces:R:3
C -2.08633 -1.42626 2.12247 0.1 0.9 -2.4
C -2.01323 -1.05314 0.99321 -0.4 -0.6 -0.2
O -1.98784 -0.72895 -0.26646 0.4 -0.3 0.0
C -1.34424 0.49809 -0.41551 4.2 2.2 -2.3
H -2.06341 -1.81488 3.04179 0.0 -1.1 2.9
H -0.42868 0.72718 0.25108 -1.9 -0.7 -0.3
H -2.01460 1.29494 -0.40105 -1.4 1.3 0.7
H -0.82808 0.73255 -1.45531 -1.3 -1.6 1.5
C 2.46379 0.58171 -0.96297 -1.9 0.6 1.4
S 2.17303 -0.77855 0.32604 -1.6 0.8 -1.1
H 1.46991 0.97682 -1.31841 0.9 -0.7 0.3
H 3.03510 0.27232 -1.81818 0.4 -0.2 0.0
H 2.86927 1.42414 -0.38335 0.4 -0.4 -0.6
H 0.75530 -0.70596 0.28665 2.0 -0.3 0.1
```
Forces are in eV/Å.



(2)
This record from the OMol25 dataset describes C24H36BaP2Si as an isolated structure. The level of theory is the ωB97M-V functional and the def2-TZVPD basis.

HOMO level (spin up / spin down) (eV): -5.543 / -5.293
Gap between HOMO and LUMO (spin up / spin down) (eV): 5.38 / 4.10
Energy above the lowest of the compared OMol25 structures with the same formula, charge and spin (kcal per mole): 196.5
LUMO level (spin up / spin down) (eV): -0.16 / -1.19

```
64
Properties=species:S:1:pos:R:3:forces:R:3
C 0.61261 2.47511 3.20003 0.7 3.9 1.0
C 1.01781 2.86041 1.89603 0.5 4.0 1.3
C -0.14309 3.07401 1.12383 -0.1 3.9 0.1
H 2.03411 2.96831 1.55383 0.1 -0.2 -0.1
C -1.26849 2.81701 1.93753 -0.6 4.0 1.4
C -0.79769 2.44521 3.22353 -1.0 4.0 1.1
H -1.41019 2.18991 4.07283 0.0 -0.3 0.0
H 1.26631 2.24581 4.02553 -0.1 -0.2 -0.1
H -0.16749 3.34211 0.08133 0.0 -0.1 -0.1
H -2.29929 2.88151 1.63093 -0.1 -0.2 -0.1
Ba -0.09979 0.86141 1.72913 1.6 -17.5 0.8
C -0.47229 0.28211 -0.31167 -1.2 -1.5 -6.7
H -1.41209 0.73481 -0.64687 -0.1 0.2 0.4
H -0.54049 -0.78369 -0.55887 0.1 0.0 0.7
H 0.31551 0.69041 -0.95477 0.2 0.2 0.4
Si -0.65609 -1.17979 -4.38727 0.0 -0.2 0.0
C 1.13941 -0.94539 -4.86127 0.0 0.0 0.0
C 1.79281 0.26391 -4.60787 0.0 -0.1 0.0
H 1.24951 1.08531 -4.15647 0.0 0.1 0.0
C 3.12811 0.43671 -4.93857 0.0 0.0 0.0
H 3.61681 1.38071 -4.73587 0.0 0.0 0.0
C 3.83691 -0.59929 -5.53187 0.0 0.0 0.0
H 4.87881 -0.46479 -5.79197 0.0 0.0 0.0
C 3.20421 -1.80559 -5.79477 0.0 0.0 0.0
H 3.75081 -2.61429 -6.26227 0.0 0.0 0.0
C 1.86731 -1.97439 -5.46267 0.0 0.0 0.0
H 1.38431 -2.91939 -5.68117 0.0 0.0 0.0
C -1.65199 0.35361 -4.78757 0.0 0.0 0.0
C -1.45629 1.03861 -5.99017 0.0 0.0 0.1
H -0.70269 0.69551 -6.68897 0.0 0.0 0.0
C -2.20389 2.16421 -6.30037 0.0 0.0 0.0
H -2.03759 2.68221 -7.23597 0.0 0.0 0.0
C -3.16339 2.62821 -5.41037 0.0 0.0 0.0
H -3.74639 3.50771 -5.65097 0.0 0.0 0.0
C -3.36909 1.96381 -4.21007 0.0 0.0 0.0
H -4.11189 2.32501 -3.51067 0.0 0.0 0.0
C -2.61819 0.83781 -3.90307 0.1 0.0 -0.1
H -2.78429 0.33371 -2.95857 0.0 -0.1 0.0
H -0.80909 -1.45059 -2.93167 0.0 0.0 -0.1
H -1.16549 -2.37189 -5.11857 0.0 0.1 0.0
C 1.60871 -3.03069 2.17653 1.7 0.4 -1.7
P -0.03659 -2.38689 2.81223 1.1 -0.9 1.7
C 0.06491 -3.88779 3.94793 -1.2 0.2 1.0
C -1.61739 -1.59489 3.45013 -1.2 0.5 0.6
C -1.46829 -0.92649 4.82773 -0.6 -2.3 -0.7
P 0.24631 -0.18069 5.02153 -1.5 2.0 -1.8
C -0.45549 0.94561 6.36253 1.3 0.3 0.5
C 2.09941 -0.00369 5.18883 0.3 -1.3 1.0
H 2.41261 -2.77969 2.90233 -0.5 -0.2 -0.3
H 1.61441 -4.12199 1.96933 -0.1 0.6 0.2
H 1.83471 -2.51529 1.22283 0.2 -0.2 0.3
H -0.78889 -3.87209 4.65663 0.4 -0.2 -0.2
H -0.00029 -4.83939 3.38253 0.2 0.5 0.3
H 0.98741 -3.85959 4.56923 -0.5 -0.1 -0.6
H -1.87869 -0.82279 2.70213 -0.3 -0.3 0.3
H -2.45769 -2.31609 3.47873 0.4 0.2 -0.2
H -2.30959 -0.20399 4.88753 0.9 0.1 0.4
H -1.57809 -1.66599 5.64803 -0.4 0.3 -0.5
H -0.37559 0.43631 7.34463 -0.2 0.5 -0.3
H 0.15201 1.87311 6.40153 -0.2 -0.3 0.3
H -1.50699 1.26391 6.21673 0.6 -0.4 -0.1
H 2.39831 -0.46629 6.15223 0.3 0.2 -0.6
H 2.59871 -0.54319 4.36023 -0.4 0.3 0.5
H 2.44811 1.04241 5.22453 -0.5 -0.2 -0.1
```
Forces are in eV/Å.



(3)
This record from the OMol25 dataset describes C18H26CrN4O15P3S2 as an isolated structure. The level of theory is the ωB97M-V functional and the def2-TZVPD basis.

HOMO level (spin up / spin down) (eV): -2.559 / -2.559
Gap between HOMO and LUMO (spin up / spin down) (eV): 6.29 / 6.09
Energy above the lowest of the compared OMol25 structures with the same formula, charge and spin (kcal per mole): 12.7
Total charge: -2
LUMO level (spin up / spin down) (eV): 3.73 / 3.53
2S+1: 4

```
69
Properties=species:S:1:pos:R:3:forces:R:3
Cr -1.87730 0.28287 -0.81831 -1.8 0.4 0.4
O -0.02650 2.84977 -0.80711 -0.5 0.4 0.2
P -1.20130 2.91477 0.29679 0.5 1.3 0.3
O -0.94460 3.87857 1.37429 -0.1 -0.1 0.1
O -1.47330 1.46747 0.69429 -0.3 -0.9 -0.7
O -2.46800 3.39667 -0.56821 0.1 -0.1 -0.6
P -2.79280 2.90377 -2.09411 -0.6 0.8 0.2
O -4.35920 2.58327 -1.97201 0.1 0.3 -0.2
O -2.55170 3.95867 -3.07791 0.0 0.1 -0.2
O -2.06010 1.57947 -2.27221 0.1 -0.8 0.5
H 0.59930 2.19597 -0.47831 0.6 -0.3 0.1
H -4.48970 1.86077 -1.34041 -0.1 -0.2 0.2
C 0.08130 -2.52283 0.89639 0.2 0.0 0.1
C -1.33470 -2.19703 1.13809 0.2 -0.1 -0.1
N -2.03130 -1.22143 0.58149 0.1 -0.5 0.4
C -3.29660 -1.29053 1.08589 -0.1 -0.7 0.6
C -3.38120 -2.35253 1.96639 -0.1 0.8 -0.5
N -2.12240 -2.90143 1.97949 -0.3 0.3 -0.1
C -4.49780 -2.91053 2.75199 -0.1 -0.2 0.1
O -5.63500 -2.25673 2.69459 -0.1 0.2 -0.2
O -4.35220 -3.92813 3.40509 0.1 0.2 -0.1
C -4.28670 -0.30403 0.59009 -0.8 -0.5 0.6
O -5.45620 -0.33463 1.02659 0.3 0.0 0.0
O -3.84600 0.48447 -0.28191 0.3 0.2 -0.6
H 0.38820 -2.13133 -0.06771 0.1 0.0 0.0
H 0.25210 -3.59533 0.93899 0.0 -0.1 0.0
H 0.71270 -2.03633 1.64169 0.1 0.0 0.0
H -1.85540 -3.68223 2.55939 0.0 0.1 -0.1
H -5.61540 -1.44433 2.04439 0.2 -0.3 0.2
O -0.14620 -0.07353 -1.41711 1.1 -0.8 -0.8
N 0.00070 -0.84093 -2.42261 -0.8 -0.4 -0.7
N -1.10890 -1.36313 -2.85081 0.6 1.6 2.1
O -2.25200 -1.14113 -2.22831 0.3 0.1 0.1
C -1.11010 -2.18593 -3.95831 0.1 -1.3 -1.7
C -2.26790 -2.90483 -4.27211 0.2 0.4 0.5
C -2.28720 -3.71693 -5.38531 0.2 -0.2 -0.3
C -1.16760 -3.82223 -6.19731 -0.1 0.0 0.0
C -0.01880 -3.10643 -5.88601 -0.1 -0.2 -0.1
C 0.02230 -2.29273 -4.77331 -0.3 0.2 0.4
H -3.13230 -2.80243 -3.63391 0.0 0.0 0.0
H -3.18320 -4.27253 -5.62891 0.0 0.0 0.0
H -1.19760 -4.44463 -7.07941 0.0 -0.1 -0.1
H 0.85090 -3.18453 -6.52291 0.1 0.0 0.0
H 0.90040 -1.72603 -4.51331 0.1 0.0 -0.1
C 3.67670 2.72967 4.77839 -0.2 -0.3 0.0
C 2.37180 2.08847 4.30379 0.0 0.5 0.0
C 1.64720 2.97337 3.30619 -0.1 -0.2 0.2
O 2.65540 0.78107 3.81929 0.1 -0.2 -0.1
P 2.97120 0.25167 2.33489 -0.2 -0.1 -0.1
S 3.59170 -1.59783 2.65489 -0.1 -0.1 -0.2
S 1.46220 0.52077 1.04799 0.7 -0.2 0.7
O 4.24270 1.23137 1.97599 -0.6 -0.2 0.7
C 4.78040 1.39417 0.67739 0.3 0.2 -0.6
C 4.06510 2.52827 -0.05431 0.2 -0.1 0.2
C 4.75190 0.10897 -0.13801 0.2 0.0 0.1
H 3.47380 3.68727 5.25599 0.0 0.1 0.0
H 4.33350 2.88087 3.92449 0.1 0.0 0.0
H 4.17550 2.07037 5.48749 0.1 0.0 0.1
H 1.71850 1.90367 5.17049 0.1 0.1 -0.1
H 2.27500 3.15407 2.43839 0.0 0.1 -0.1
H 1.40110 3.92667 3.76699 0.0 0.2 0.1
H 0.72210 2.51807 2.96289 0.0 0.1 0.0
H 5.82970 1.68287 0.86239 -0.2 0.0 -0.1
H 3.05010 2.22327 -0.29531 0.0 0.0 0.0
H 4.59180 2.77517 -0.97391 0.1 0.0 -0.1
H 4.02000 3.41117 0.58029 0.0 0.1 0.0
H 3.71800 -0.17453 -0.32201 0.0 -0.1 -0.1
H 5.23680 -0.69903 0.40649 0.0 0.0 0.0
H 5.25700 0.26127 -1.08911 0.1 0.1 -0.2
```
Forces are in eV/Å.



(4)
This record from the OMol25 dataset describes C8H13NO as an isolated structure. The level of theory is the ωB97M-V functional and the def2-TZVPD basis.

HOMO level (spin up / spin down) (eV): -7.815 / -7.880
Gap between HOMO and LUMO (spin up / spin down) (eV): 8.01 / 7.82
Energy above the lowest of the compared OMol25 structures with the same formula, charge and spin (kcal per mole): 135.0
LUMO level (spin up / spin down) (eV): 0.19 / -0.06

```
23
Properties=species:S:1:pos:R:3:forces:R:3
C -0.04410 -2.00641 0.70475 1.8 -0.1 0.8
C -2.23339 -0.12498 0.90497 2.3 -1.3 -4.5
C -0.32440 -0.97984 -0.25210 -4.1 1.6 0.6
C 0.82276 -0.24843 0.35118 0.8 1.2 0.8
C -0.98527 -1.06191 -1.58328 3.6 1.4 -1.7
C 1.94744 -0.26737 -0.64185 1.2 1.4 -0.1
C -0.00963 2.18566 0.27792 -0.2 2.6 -2.6
C 0.67924 1.13012 1.05450 -0.1 -0.3 1.2
N 0.94721 -1.37431 1.29640 -0.3 -1.0 0.7
O -3.10417 0.01186 0.14469 -1.0 0.5 -0.1
H -0.31747 -3.03824 0.95550 -0.4 0.4 -0.3
H -2.23834 -0.23897 1.92052 0.0 0.0 3.4
H -1.76279 -0.36058 -1.90121 0.3 0.2 0.5
H -1.38207 -1.99520 -1.49601 -1.6 -2.8 -0.7
H -0.11704 -1.10839 -2.43488 -2.1 0.1 1.8
H 1.62227 -0.04897 -1.63130 -0.5 -0.1 -0.9
H 2.52048 -1.15337 -0.64651 0.1 -1.5 0.0
H 2.73625 0.46600 -0.51135 0.0 0.6 0.6
H 0.07729 2.12665 -0.91082 0.3 0.1 2.5
H 0.40275 3.25001 0.62237 -1.2 -2.2 -0.9
H -1.08197 2.10208 0.43559 -0.2 0.5 0.0
H 0.20133 1.17125 2.10019 0.5 -0.9 -1.4
H 1.64363 1.56334 1.24074 1.0 -0.5 0.2
```
Forces are in eV/Å.



(5)
This record from the OMol25 dataset describes an isolated ion of composition C6H5N2S2 and charge -1. The level of theory is the ωB97M-V functional and the def2-TZVPD basis.

HOMO level (eV): -2.070
Gap between HOMO and LUMO (eV): 5.06
Energy above the lowest of the compared OMol25 structures with the same formula, charge and spin (kcal per mole): 0.0
Total charge: -1
LUMO level (eV): 2.99

```
15
Properties=species:S:1:pos:R:3:forces:R:3
C -2.40712 -1.37235 0.00050 -3.0 1.3 -2.3
C -1.08378 -0.71589 0.16147 -1.1 0.7 -1.0
C -0.83129 0.59751 0.06152 -2.0 2.2 0.2
N 0.50557 0.89242 0.06611 1.5 -0.4 0.1
C 1.41269 1.89679 -0.03318 -1.0 3.0 0.3
N 2.63095 1.50040 -0.11630 1.9 0.8 -0.3
C 2.74233 0.17417 -0.10834 -4.0 -1.9 1.5
S 4.17278 -0.72112 0.11050 0.3 -0.5 -0.4
C 1.29828 -0.23557 0.09326 3.5 -0.9 -1.2
S 0.34005 -1.69694 -0.01576 0.4 0.4 0.6
H -3.39987 -0.99462 0.42690 1.9 0.0 0.5
H -2.27078 -2.36493 0.27896 -0.3 -1.9 0.5
H -2.84013 -1.38489 -1.09407 1.5 -0.2 1.4
H -1.59556 1.46634 -0.07113 1.4 -1.9 0.5
H 1.32590 2.95868 0.23955 -1.1 -0.6 -0.5
```
Forces are in eV/Å.



(6)
This record from the OMol25 dataset describes a 3-piece molecular cluster, C13H29N3O9 overall. The level of theory is the ωB97M-V functional and the def2-TZVPD basis.

HOMO level (eV): -9.559
Gap between HOMO and LUMO (eV): 10.02
LUMO level (eV): 0.46

```
54
Properties=species:S:1:pos:R:3:forces:R:3
C 4.28126 -0.78659 0.83835 0.0 -0.2 -0.3
C 3.87043 0.36030 -0.09222 0.0 -0.3 0.4
C 3.54011 1.69779 0.59219 0.6 0.4 -1.0
C 4.72256 2.67008 0.65062 -0.1 -0.3 0.7
O 3.05906 1.53002 1.94086 -1.0 -0.3 0.1
C 1.76243 1.14968 2.01877 0.1 -0.8 0.3
O 1.40215 0.04892 2.39426 0.4 1.4 -0.3
O 0.93059 2.15587 1.67994 0.4 -0.5 0.3
C -0.43403 1.75935 1.58691 -0.4 0.2 -0.1
C -0.75180 0.94771 0.31069 0.0 0.5 -0.2
N -0.74617 -0.48041 0.48926 -0.4 -0.4 -0.1
N -2.12644 1.33097 -0.06471 0.5 -0.3 0.1
N 0.25585 1.29270 -0.69437 0.0 -0.2 0.3
H 3.97923 -1.72742 0.38156 0.0 -0.1 0.0
H 5.35893 -0.84484 0.96676 0.1 0.1 0.2
H 3.80294 -0.73822 1.80788 0.0 0.1 0.1
H 4.68659 0.52602 -0.79021 0.0 0.2 -0.2
H 3.01745 0.04585 -0.68956 -0.2 0.0 0.1
H 2.75812 2.16202 -0.00153 -0.3 0.1 0.1
H 4.44433 3.66484 0.32085 0.0 0.1 -0.1
H 5.57151 2.30380 0.08605 0.1 0.1 -0.2
H 5.04120 2.75714 1.68813 0.1 0.0 0.1
H -0.74109 1.20793 2.46857 0.0 -0.2 0.1
H -1.00948 2.68113 1.57035 0.1 0.2 0.0
H -0.21705 -0.75477 1.30649 0.3 0.1 -0.1
H -1.69440 -0.79208 0.64722 -0.1 0.0 0.0
H -2.38264 0.78357 -0.87878 -0.1 0.0 -0.1
H -2.11356 2.29770 -0.36116 -0.1 0.1 -0.1
H 0.24449 2.29191 -0.85119 0.1 0.1 -0.1
H 0.02045 0.82408 -1.55797 0.0 -0.1 -0.1
C 0.74376 -2.82582 -2.13336 -0.2 0.2 0.0
O 2.13669 -2.98437 -1.85319 0.0 0.1 0.0
C 2.68135 -4.08031 -2.37281 0.0 0.1 0.1
O 2.11287 -4.90820 -3.03198 -0.1 -0.1 -0.1
O 3.96937 -4.10139 -2.03496 0.1 0.0 0.0
C 4.68498 -5.23504 -2.52826 0.2 -0.1 0.0
H 0.43483 -1.90393 -1.64762 0.1 0.0 0.1
H 0.57272 -2.75158 -3.20612 0.0 -0.1 0.0
H 0.17142 -3.65458 -1.72139 0.0 -0.1 -0.1
H 4.66810 -5.25651 -3.61606 -0.1 0.0 0.0
H 4.26408 -6.15699 -2.13231 -0.1 0.0 -0.1
H 5.70752 -5.12223 -2.18112 0.0 0.1 0.0
C -4.75441 2.09761 1.60329 0.0 0.1 0.1
O -6.02198 1.49760 1.90105 0.1 0.0 0.1
C -6.89124 1.54727 0.89924 0.0 -0.1 0.1
O -6.69674 2.03389 -0.18326 0.0 0.1 -0.2
O -8.01990 0.96200 1.29665 -0.1 0.0 0.0
C -9.05000 0.94410 0.30735 -0.2 -0.1 0.0
H -4.14247 1.98740 2.49422 -0.1 -0.1 0.1
H -4.26478 1.59663 0.77550 -0.1 0.0 0.0
H -4.88111 3.15806 1.38448 0.0 0.0 -0.1
H -8.72868 0.39014 -0.57240 0.0 0.1 0.0
H -9.33028 1.95713 0.02591 0.1 0.0 -0.1
H -9.89913 0.44406 0.76314 0.0 0.0 0.1
```
Forces are in eV/Å.



Ordered E_tot results: -630.481138; -1933.238772; -4914.681116; -442.414118; -1137.503039; -1354.193893; unit hartree.